# 1
{
  "formula": "C50H47Br2N3O5PSiTa",
  "method": "ωB97M-V/def2-TZVPD",
  "elements": ["Ta", "C", "C", "C", "C", "C", "O", "C", "N", "C", "C", "C", "C", "C", "C", "P", "C", "C", "C", "C", "C", "C", "C", "C", "C", "C", "C", "C", "H", "H", "H", "H", "H", "H", "H", "H", "H", "H", "H", "H", "H", "H", "H", "H", "H", "H", "H", "H", "H", "H", "H", "H", "Br", "C", "C", "C", "Br", "C", "C", "C", "C", "N", "C", "C", "O", "H", "H", "H", "H", "O", "C", "O", "C", "O", "C", "C", "C", "C", "C", "C", "H", "H", "H", "H", "H", "C", "Si", "C", "C", "N", "C", "C", "C", "C", "C", "C", "H", "H", "H", "H", "H", "H", "H", "H", "H", "H", "H", "H", "H", "H"],
  "coordinates": [[0.5476, 0.5090, 0.2167], [2.7131, -0.7297, 5.1875], [1.6532, -0.7263, 4.0833], [1.8617, -1.9539, 3.1979], [1.7152, 0.5693, 3.2529], [1.7817, 1.8471, 4.0606], [0.3834, 2.1618, 4.2391], [-0.2593, 1.6346, 3.2044], [0.4255, 0.7970, 2.4872], [-1.6666, 2.0793, 3.1263], [-2.2273, 2.4610, 4.3517], [-3.5356, 2.8949, 4.4323], [-4.3070, 2.9757, 3.2832], [-3.7590, 2.6061, 2.0681], [-2.4449, 2.1540, 1.9676], [-1.8708, 1.6871, 0.3039], [-1.9919, 3.1733, -0.7256], [-0.8350, 3.9065, -0.9881], [-0.9090, 5.0858, -1.7159], [-2.1325, 5.5395, -2.1823], [-3.2903, 4.8161, -1.9183], [-3.2239, 3.6394, -1.1928], [-3.1787, 0.5338, -0.2086], [-3.6439, 0.4814, -1.5213], [-4.6176, -0.4386, -1.8763], [-5.1281, -1.3169, -0.9284], [-4.6555, -1.2790, 0.3755], [-3.6807, -0.3605, 0.7354], [2.7827, -1.7278, 5.6200], [2.4851, -0.0449, 6.0026], [3.6997, -0.4760, 4.7874], [0.6613, -0.7843, 4.5417], [2.8753, -1.9471, 2.7832], [1.1364, -2.0119, 2.3924], [1.7553, -2.8624, 3.7915], [2.5633, 0.5096, 2.5701], [2.2348, 2.6708, 3.5068], [2.2441, 1.7560, 5.0347], [-1.6296, 2.4094, 5.2490], [-3.9493, 3.1747, 5.3917], [-5.3302, 3.3228, 3.3315], [-4.3717, 2.6600, 1.1780], [0.1217, 3.5728, -0.6137], [-0.0075, 5.6516, -1.9114], [-2.1887, 6.4598, -2.7489], [-4.2470, 5.1710, -2.2776], [-4.1328, 3.0834, -1.0050], [-3.2497, 1.1581, -2.2684], [-4.9875, -0.4616, -2.8934], [-5.9011, -2.0217, -1.2053], [-5.0502, -1.9575, 1.1203], [-3.3223, -0.3384, 1.7579], [2.5341, 5.0687, 1.2835], [3.4932, 3.5165, 0.8490], [4.9033, 3.5395, 0.7908], [5.6146, 2.4143, 0.5026], [7.4947, 2.4895, 0.4294], [4.9426, 1.1811, 0.2781], [5.5598, -0.0645, 0.0607], [4.7891, -1.1938, -0.0637], [3.4022, -1.0980, 0.0118], [2.7740, 0.0611, 0.1812], [3.5378, 1.1947, 0.3177], [2.7957, 2.3696, 0.5768], [1.4727, 2.2248, 0.6527], [5.4177, 4.4709, 0.9855], [6.6392, -0.1232, 0.0113], [5.2410, -2.1646, -0.2122], [2.7860, -1.9817, -0.0590], [-0.4380, -1.1866, 0.8661], [0.3526, -1.6055, -0.0500], [0.9284, 1.2308, -1.6843], [-0.0427, 0.6436, -2.3160], [-0.7915, -0.0461, -1.5731], [-0.2361, 0.7879, -3.7477], [-1.2748, 0.0938, -4.3699], [-1.4579, 0.2246, -5.7334], [-0.6092, 1.0473, -6.4682], [0.4241, 1.7394, -5.8477], [0.6173, 1.6113, -4.4838], [-1.9234, -0.5369, -3.7741], [-2.2571, -0.3093, -6.2291], [-0.7559, 1.1501, -7.5354], [1.0757, 2.3769, -6.4294], [1.4146, 2.1414, -3.9801], [2.1567, -1.9608, -2.7949], [1.2153, -3.3906, -2.0398], [-0.1747, -3.9238, -3.1403], [2.3512, -4.7831, -1.5725], [0.4225, -2.8351, -0.4877], [-0.4681, -3.8060, 0.1444], [-1.8219, -3.7800, -0.1563], [-2.6596, -4.7207, 0.4219], [-2.1455, -5.6722, 1.2936], [-0.7899, -5.6838, 1.5914], [0.0569, -4.7472, 1.0156], [1.8340, -1.8328, -3.8310], [3.2289, -2.1704, -2.8152], [2.0236, -1.0045, -2.2884], [0.2424, -4.2340, -4.1028], [-0.8694, -3.1015, -3.3288], [-0.7360, -4.7647, -2.7311], [2.8894, -5.1289, -2.4592], [1.8024, -5.6348, -1.1674], [3.0981, -4.4778, -0.8347], [-2.2082, -3.0294, -0.8372], [-3.7156, -4.7169, 0.1866], [-2.8016, -6.4088, 1.7372], [-0.3884, -6.4260, 2.2685], [1.1179, -4.7482, 1.2370]],
  "mulliken_charge": [2.1882, -1.6789, 0.6314, -1.1746, -0.0567, -0.7962, -0.4247, 0.4555, 0.3845, -0.0074, -0.9930, -0.8232, -0.9293, -0.3831, 0.4215, 1.4753, 0.9553, -0.2463, -0.9776, -0.7509, -0.9037, -0.4339, 0.7317, -0.6725, -0.9428, -0.8760, -0.8403, -0.7854, 0.4519, 0.4373, 0.3576, 0.2625, 0.3424, -0.1415, 0.6327, 0.3251, 0.0961, 0.4910, 0.5687, 0.4360, 0.4831, 0.3313, 0.3644, 0.5301, 0.4355, 0.4907, 0.3841, 0.6205, 0.5091, 0.4573, 0.5248, 0.3874, -0.0961, 0.3613, -0.2949, -0.1673, -0.1623, 1.4926, -1.3164, -1.4751, -0.6751, 0.5995, -0.4591, -0.3630, -0.0064, 0.5313, 0.4179, 0.6507, 0.8751, -0.7089, -0.4584, -0.8850, 1.0009, -0.0745, 0.5310, -0.0607, -1.2739, -0.5606, -0.9583, -0.5766, 0.5593, 0.4752, 0.4433, 0.4649, 0.5389, -0.6448, 0.4550, -1.0496, -1.1892, 1.6047, -1.1056, 0.3082, -0.8980, -0.6601, -1.0571, 0.1691, 0.4728, 0.4879, -0.0825, 0.4137, 0.1892, 0.3780, 0.4001, 0.3800, 0.3266, 0.4463, 0.5160, 0.4398, 0.4587, 0.5467],
  "e_above_lowest_kj_mol": 81.24,
  "homo_lumo_gap_ev": 6.72,
  "e_tot_ev": -226118.26226,
  "homo_energy_ev": -13.09,
  "lumo_energy_ha": -0.234,
  "total_charge": 2
}

# 2
{
  "formula": "C21H31F4NO18S2",
  "method": "ωB97M-V/def2-TZVPD",
  "elements": ["C", "N", "O", "O", "H", "H", "H", "C", "C", "C", "S", "O", "O", "C", "H", "H", "H", "H", "H", "H", "H", "H", "C", "C", "C", "S", "O", "O", "C", "H", "H", "H", "H", "H", "H", "H", "H", "C", "C", "O", "C", "O", "O", "F", "H", "H", "H", "C", "C", "O", "C", "O", "O", "F", "H", "H", "H", "C", "C", "O", "C", "O", "O", "F", "H", "H", "H", "C", "C", "O", "C", "O", "O", "F", "H", "H", "H"],
  "coordinates": [[-6.8733, -16.1076, 19.5336], [-8.0833, -15.5243, 18.9183], [-8.3954, -14.3805, 19.1843], [-8.6644, -16.1951, 18.0856], [-6.2815, -15.3243, 19.9889], [-6.3149, -16.5708, 18.7249], [-7.1385, -16.8704, 20.2612], [-6.7332, -20.8301, 20.7369], [-5.9094, -21.0087, 22.0141], [-6.4670, -20.0204, 23.0563], [-7.5481, -18.8567, 22.2065], [-7.1089, -17.5031, 22.4338], [-8.8991, -19.2742, 22.4593], [-7.0462, -19.3689, 20.5551], [-7.7128, -21.3029, 20.8813], [-6.2811, -21.3528, 19.8950], [-4.8565, -20.7424, 21.9174], [-6.0440, -22.0288, 22.3616], [-5.7367, -19.4909, 23.6610], [-7.1237, -20.5592, 23.7419], [-6.1419, -18.7942, 20.3320], [-7.8109, -19.1429, 19.8213], [-0.6679, -17.5491, 21.1339], [-0.9246, -18.7487, 20.2220], [-2.3886, -19.1470, 20.2987], [-3.2975, -17.7135, 20.9043], [-3.6968, -17.9779, 22.2646], [-4.2674, -17.3264, 19.9136], [-1.8609, -16.6294, 20.9671], [0.2380, -17.0354, 20.8186], [-0.6059, -17.8343, 22.1845], [-0.2161, -19.5579, 20.3923], [-0.7483, -18.4378, 19.1868], [-2.6148, -19.8999, 21.0631], [-2.7944, -19.5922, 19.3932], [-2.0125, -15.8353, 21.6962], [-1.9177, -16.1000, 20.0072], [-8.9588, -11.5944, 21.2690], [-10.0703, -10.6860, 20.7804], [-10.1935, -11.0718, 19.4556], [-8.9871, -11.5308, 19.0179], [-8.7112, -11.7673, 17.8879], [-8.1976, -11.7765, 20.0793], [-9.6650, -9.3751, 20.8620], [-9.3234, -12.5640, 21.6186], [-8.3291, -11.2028, 22.0636], [-11.0064, -10.7453, 21.3231], [-10.3249, -13.9683, 16.0413], [-11.2023, -12.8059, 16.4718], [-11.8071, -13.3076, 17.6479], [-11.7007, -14.6606, 17.6581], [-12.1177, -15.3737, 18.5056], [-11.0487, -15.0908, 16.5611], [-12.1992, -12.6431, 15.5478], [-9.3596, -13.9769, 16.5503], [-10.1523, -14.0302, 14.9720], [-10.6635, -11.8984, 16.7015], [-11.8677, -17.6122, 18.5345], [-11.1407, -17.2149, 19.7977], [-10.1186, -18.2043, 19.8994], [-10.4888, -19.2973, 19.1736], [-9.9467, -20.3515, 19.2199], [-11.5571, -19.0180, 18.4115], [-11.9250, -17.2526, 20.8961], [-11.5247, -17.0277, 17.6823], [-12.9493, -17.5467, 18.6065], [-10.6152, -16.2688, 19.7118], [-5.0772, -12.5785, 19.3848], [-4.8036, -12.2341, 17.9242], [-4.0104, -13.2915, 17.4717], [-3.4617, -13.9494, 18.5407], [-2.5819, -14.7364, 18.4543], [-4.0763, -13.5758, 19.6743], [-4.0996, -11.0564, 17.8410], [-6.0545, -13.0429, 19.4829], [-4.8712, -11.7190, 20.0125], [-5.6727, -12.1418, 17.2809]],
  "mulliken_charge": [-0.6291, 1.1732, -0.5652, -0.5571, 0.1952, 0.5824, -0.4880, -1.0227, -0.1518, -0.8352, 1.2734, -0.6821, -0.6559, 0.5955, 0.3462, 0.3840, -0.2121, 0.4087, 0.3812, 0.4480, -0.2561, 0.1732, -0.7280, -0.7049, -0.7796, 1.2233, -0.6987, -0.6251, -0.5327, 0.3681, 0.3087, 0.3674, 0.2716, 0.3120, 0.4982, 0.5366, 0.1476, -0.5098, 0.2193, -0.3187, 0.7786, -0.5370, -0.1524, -0.2972, 0.2654, 0.3412, 0.3236, -0.1377, 0.3181, -0.3500, 0.7553, -0.5317, -0.3620, -0.3263, -0.0148, 0.3510, 0.2581, -0.0601, 0.8254, -0.0635, 0.5299, -0.5204, -0.4426, -0.4125, 0.0587, 0.3577, -0.2218, 0.4538, 0.3036, -0.3792, 0.6982, -0.5638, -0.2925, -0.3420, -0.3778, 0.2821, 0.2233],
  "homo_lumo_gap_ev": 9.86,
  "e_tot_ev": -93162.74385,
  "homo_energy_ev": -9.94,
  "lumo_energy_ha": -0.003,
  "total_charge": 0
}

# 3
{
  "formula": "C2H3N3S",
  "method": "ωB97M-V/def2-TZVPD",
  "elements": ["C", "C", "N", "N", "N", "S", "H", "H", "H"],
  "coordinates": [[0.2413, -0.1206, 1.4885], [-0.0194, -0.9786, 0.3519], [0.2881, 0.4691, 2.4755], [0.3776, 1.0774, -0.8928], [0.0208, -0.2946, -0.9033], [-0.6585, -2.4636, 0.5216], [0.3642, 1.3443, 0.1393], [-0.3238, 1.6382, -1.4057], [-0.2903, -0.6717, -1.7751]],
  "mulliken_charge": [0.1194, 0.3150, -0.3147, -0.6084, -0.0002, -0.2841, 0.2846, 0.2616, 0.2267],
  "e_above_lowest_kj_mol": 188.24,
  "homo_lumo_gap_ev": 7.97,
  "e_tot_ev": -17425.84566,
  "homo_energy_ev": -8.85,
  "lumo_energy_ha": -0.032,
  "total_charge": 0
}

# 4
{
  "formula": "C2H2F2",
  "method": "ωB97M-V/def2-TZVPD",
  "elements": ["C", "C", "F", "F", "H", "H"],
  "coordinates": [[-1.1052, -0.7463, 1.2682], [0.5908, 0.6135, -0.9943], [0.1431, 0.1362, -2.0915], [1.7803, 0.1984, -0.9349], [-1.1253, -0.1531, 2.1798], [-0.2837, -0.0486, 0.5726]],
  "mulliken_charge": [-0.0774, 0.0548, -0.1001, -0.0953, 0.1677, 0.0503],
  "e_above_lowest_kj_mol": 656.33,
  "homo_lumo_gap_ev": [8.63, 8.65],
  "e_tot_ev": -7533.73616,
  "homo_energy_ev": [-9.61, -9.63],
  "lumo_energy_ha": [-0.036, -0.036],
  "total_charge": 0
}